(1)
134
Properties=species:S:1:pos:R:3:mulliken_charge:R:1 method="wB97M-V/def2-TZVPD" homo_ha=-0.298 orbital_gap_ev=8.5 smiles="CC1(C)CCCC(C)(C)N1O.CC1(C)CCCC(C)(C)N1O.CC1(C)CCCC(C)(C)N1O.NC(N)=O.CCO.CCO.CCO.CCO" mol_weight_da=716.103 lumo_ha=0.0141 e_above_lowest_kj_mol=310.4
N -1.750 -3.388 4.146 0.35
H -4.431 3.788 -4.649 0.46
C 2.803 -3.294 2.434 -0.21
C 1.814 -5.309 1.146 -1.23
H 2.497 -1.999 0.109 0.38
C 5.168 -6.048 1.328 -1.61
C -2.855 -5.052 2.637 -1.67
O 0.539 2.433 3.777 -0.55
H 0.173 1.297 -4.841 0.49
C -2.367 4.523 -6.457 -1.02
H -4.412 -2.880 4.313 0.41
C 1.816 -2.847 0.177 -2.06
H -2.564 1.558 -1.043 -0.16
H -1.926 -5.561 2.380 0.22
N -0.023 1.890 -0.888 1.06
H -1.522 3.415 -8.054 0.41
H -1.905 6.827 -5.139 0.46
H 1.914 -3.567 3.001 -0.51
H 6.113 -4.383 2.981 0.55
O 1.251 2.230 0.857 -0.79
H -2.552 -0.500 4.475 0.32
O -0.393 -1.514 -3.255 -0.40
H -2.032 -4.855 5.346 0.36
H -3.546 4.194 -3.290 0.18
H -2.567 -2.565 -2.056 0.25
H 6.023 -6.373 1.921 0.45
H -2.655 -0.875 -2.388 -0.08
H 0.810 -1.459 5.363 0.13
H 4.346 -6.397 1.953 0.34
H 0.620 2.774 -6.879 0.43
H 0.453 4.404 -6.674 0.40
C -1.916 -1.061 5.160 -1.87
H 3.089 0.300 4.087 0.38
C 5.188 -4.531 1.139 1.54
C -0.124 3.496 -4.852 2.10
C -3.401 3.791 -4.292 -1.35
C 0.149 -2.320 5.257 -1.64
H -1.743 -0.994 -4.624 0.16
C -1.095 -2.090 4.426 1.81
H -2.432 -1.434 6.044 0.36
H -0.437 1.370 -1.648 -0.38
H 0.869 5.370 1.883 0.13
C 2.611 -3.925 1.034 1.49
H -3.705 -5.296 1.999 0.35
H -3.502 1.403 0.433 0.31
C 2.552 1.080 3.549 -0.88
H -3.609 6.472 -5.394 0.45
H 2.008 3.097 -4.711 0.41
C -3.396 1.984 -0.483 -0.62
C -1.623 -1.511 1.919 -0.96
H 0.077 -2.629 6.300 0.39
H -1.575 -2.697 -4.595 0.34
H -0.234 6.881 1.768 0.41
H -2.980 6.618 -3.745 0.26
H -1.464 1.787 -4.491 0.31
N -1.032 4.615 -4.393 0.01
H -4.943 -3.157 2.715 0.38
H -2.804 -2.724 0.802 0.63
C -0.051 3.480 -6.389 -1.36
C 5.268 -3.838 2.562 -1.36
H 1.586 -3.179 -0.836 0.49
H 0.772 0.792 4.903 -0.37
C -0.575 -1.535 3.002 1.68
H 0.870 2.721 2.923 0.28
H 5.651 -2.822 2.462 0.34
H -1.816 2.478 -6.582 0.26
H -2.110 5.459 -6.953 0.40
C -1.584 -1.827 -3.940 -0.33
H 3.734 -4.793 3.687 0.38
H -1.224 -1.129 0.979 0.12
H 1.405 6.933 1.264 0.35
N 3.947 -4.020 0.414 0.21
H -4.069 4.946 0.527 0.34
H -1.375 -0.187 5.523 0.43
H 2.296 0.639 2.586 -0.06
C 1.405 1.602 4.540 0.30
H 1.563 4.769 -4.766 0.50
H 3.248 1.896 3.355 0.48
C 0.866 1.488 -0.039 0.94
O -2.287 -3.931 5.292 -0.54
H -0.255 1.874 -3.253 -0.84
H -2.350 -0.762 2.232 0.46
O -4.090 3.988 0.583 -0.62
H 0.039 2.884 -0.720 -0.94
H 6.519 -4.413 -0.616 0.38
H 3.590 -5.489 -0.630 0.40
H -0.277 6.773 -0.596 0.44
H 2.923 -2.215 2.328 0.35
H -4.333 1.808 -1.012 0.47
C -0.420 2.046 -4.317 -0.73
H 5.213 -6.634 0.410 0.34
H -3.715 -1.950 -3.247 0.43
H 1.332 3.972 -3.288 0.32
H 0.613 -3.184 4.781 0.44
H 1.911 -0.122 0.397 0.00
C -1.468 3.437 -6.966 -0.68
H -2.950 4.097 -1.016 -0.21
H -2.079 3.569 0.377 -0.07
H 6.255 -2.918 0.271 0.45
C -2.413 4.757 -4.913 1.54
C 1.256 3.804 -4.362 -2.16
H -3.108 2.750 -4.161 0.19
C -2.151 -2.870 1.662 -0.59
H 1.199 4.373 -0.374 0.20
H 1.749 2.241 5.353 0.38
O 3.866 -4.586 -0.803 -0.46
O -0.985 4.863 -3.025 0.01
C 0.041 5.913 -0.008 0.44
H 1.696 -5.732 0.148 0.49
H -3.327 4.125 -6.788 0.33
H 0.839 -4.989 1.513 0.06
H -1.310 -3.537 1.471 -0.54
C 6.461 -3.983 0.384 -1.89
C -2.697 -1.852 -2.870 -0.57
C 4.023 -3.792 3.367 -1.03
H 2.432 -5.910 1.813 0.36
O 0.959 5.213 -0.773 -0.52
C -2.735 -3.515 2.977 1.59
C -4.076 -2.813 3.279 -1.88
H -3.973 -1.728 3.320 0.28
C -3.033 3.455 -0.139 0.64
N 1.209 0.298 -0.196 0.01
H -0.814 5.268 0.197 -0.26
H 7.453 -4.243 0.753 0.36
H -0.293 -0.482 3.016 0.24
H -0.127 -2.312 -2.793 0.23
H 0.256 -2.111 2.594 -1.62
C -2.753 6.264 -4.751 -1.87
H 0.896 -0.338 -0.915 -0.04
H -0.162 5.351 -2.947 0.23
H 0.865 -2.549 0.619 0.34
H 3.982 -3.100 4.208 0.51
H -3.125 -5.562 3.561 0.53
C 0.551 6.259 1.337 -1.24

(2)
141
Properties=species:S:1:pos:R:3:mulliken_charge:R:1 method="wB97M-V/def2-TZVPD" homo_ha=-0.339 orbital_gap_ev=9.5 smiles="CCOP(=O)(OCC)OCC.COCCOCCOC.COCCOCCOC.COCCOCCOC.COCCOCCOC.COCCOCCOC" mol_weight_da=853.031 lumo_ha=0.0112 e_above_lowest_kj_mol=599.0
O 5.548 -1.522 -2.325 -0.23
C 1.728 -1.676 0.896 -0.56
H -8.315 0.077 -4.508 0.32
O -1.687 -4.878 -5.669 -0.42
H 6.359 -1.180 3.794 0.29
O 1.141 -9.397 -2.767 -0.36
H 3.414 1.597 10.958 0.27
C 0.041 -3.031 1.962 -0.71
H 6.884 0.669 -2.034 0.28
C -3.728 7.879 -3.511 -0.57
H 2.292 7.804 -1.854 0.36
H 0.271 -3.837 1.265 0.39
C -0.202 -2.388 10.172 -0.41
H 3.461 0.307 8.548 0.35
C -1.435 -2.672 1.730 -0.48
H -3.066 1.906 -5.297 0.36
C 6.947 -1.306 -2.501 -0.63
H -5.294 8.768 -4.352 0.30
H -1.510 -4.433 10.834 0.29
H -1.364 -8.178 -2.492 0.31
C 0.805 1.717 2.149 -0.81
C -0.080 7.412 -2.887 -0.51
H -1.888 6.313 -2.485 0.13
H -4.638 12.211 -3.199 0.25
H -0.049 7.235 -3.963 0.29
H 0.126 -4.986 -4.522 0.12
O 2.317 1.965 9.218 -0.34
H -3.153 0.378 -4.495 0.35
H -3.191 -4.761 -4.373 0.26
O -1.735 -2.081 0.437 -0.28
C -2.824 1.408 -4.358 -0.52
C -1.536 7.344 -2.536 -0.16
O -2.247 7.900 -3.604 -0.35
C -2.948 -2.539 -0.131 -0.93
O -5.887 2.737 -4.631 -0.76
H -4.015 2.925 0.736 0.38
H -7.483 0.850 -2.449 0.34
C -6.953 -0.004 -2.870 -0.25
H 7.255 -1.131 -3.532 0.43
H 0.021 -0.141 0.579 0.37
H 4.539 -1.735 -3.972 0.28
H -3.165 -2.257 -1.161 0.27
P -5.272 1.972 -3.513 0.73
H -0.145 -0.154 9.946 0.40
C 1.595 0.131 7.806 -0.71
H 7.260 1.351 2.571 0.43
H -3.755 -5.383 -5.725 0.34
C 2.576 -9.426 -2.749 -0.73
C -3.966 2.850 -0.350 -1.02
C -0.884 -8.230 -3.469 -0.55
H -0.661 -1.070 8.629 0.32
C -0.698 -4.329 -4.803 -0.50
H 0.150 -3.370 2.992 0.29
H -1.370 -8.978 -4.096 0.32
C -1.372 1.628 -3.872 -0.93
H 0.294 8.435 -2.854 0.32
H 0.597 -2.483 10.907 0.31
C 2.207 6.858 -2.389 -0.78
H -2.847 -3.613 -0.287 0.40
H -3.275 -7.279 -3.952 0.33
H 6.967 1.662 0.215 0.37
H 3.012 1.495 7.347 0.32
H 2.884 6.268 -1.770 0.27
H -5.858 1.743 -0.159 0.46
H 2.805 -1.540 0.987 0.40
H 7.430 -2.255 -2.267 0.39
H 2.561 6.668 -3.402 0.27
C -4.291 9.144 -4.148 -0.45
H 2.990 3.275 10.754 0.23
C 4.938 -2.380 -3.188 -0.73
H 1.469 -2.180 -0.036 0.31
C 7.484 -0.142 -1.621 -0.57
H -3.993 7.823 -2.455 0.34
C 7.024 0.529 1.896 -0.41
H 1.830 -0.373 6.869 0.42
H 0.625 2.306 1.250 0.33
H -1.290 2.713 -3.796 0.26
C 3.279 2.376 10.209 -0.66
H -1.903 7.799 -1.616 0.32
O -3.688 1.899 -3.360 0.18
H 0.186 -4.924 10.916 0.29
H -1.209 1.013 -2.987 0.20
H -2.117 -3.509 1.877 0.53
H 1.591 0.185 -0.050 0.37
O 0.820 6.620 -2.087 -0.31
O 1.175 -2.181 2.123 -0.31
H -6.711 -0.574 -1.973 0.34
O 1.458 0.523 2.027 -0.30
H 8.532 0.151 -1.692 0.37
H 2.826 -8.452 -2.328 0.33
H -1.202 -2.171 10.547 0.35
H -4.080 6.964 -3.989 0.39
H -2.505 -7.556 -5.570 0.34
H 8.653 1.053 0.568 0.38
H 7.914 -1.770 4.131 0.26
H -3.271 11.759 -4.275 0.29
C 0.095 -1.074 9.414 -0.66
H 7.549 -0.010 4.390 0.29
H 4.209 -2.791 -2.490 0.16
H 1.164 -7.352 -3.582 0.38
H -4.130 3.822 -0.815 0.23
H -0.837 1.215 -4.727 0.38
H -0.069 1.375 2.703 0.31
O -0.231 -3.597 9.410 -0.28
O 7.695 -0.623 2.374 -0.31
H 5.959 0.342 1.755 0.21
H 5.592 -3.175 -3.548 0.35
H -1.008 -4.125 -3.778 0.25
H -7.322 -1.295 -4.536 0.30
O -1.235 -7.001 -4.037 -0.15
H 0.796 0.760 7.415 0.39
H -1.602 -2.008 2.578 0.29
C 1.081 -0.260 0.805 -0.46
C 2.684 1.019 8.271 -0.43
O -4.163 10.243 -3.268 -0.31
H -8.834 -1.123 -3.450 0.38
O 7.265 -0.309 -0.301 -0.20
O -5.638 2.481 -2.005 -0.42
C 7.407 -0.883 3.752 -0.73
H -3.819 9.333 -5.113 0.34
C 7.589 0.822 0.522 -0.66
C -4.256 11.474 -3.906 -0.74
H 2.948 -10.259 -2.154 0.26
C -5.028 1.849 -0.858 -0.18
H 3.115 -9.668 -3.665 0.28
H -0.261 -3.537 -5.412 0.31
H 4.177 2.550 9.617 0.31
O -5.701 0.365 -3.446 -0.29
H -3.823 -2.429 0.510 0.35
C -2.876 -5.515 -5.095 -0.57
O 1.347 -1.039 8.647 -0.32
C 0.661 -8.318 -3.553 -0.49
H 1.376 2.394 2.785 0.23
C -7.914 -0.692 -3.847 -1.27
H -4.525 0.906 -1.076 0.24
C -2.494 -6.974 -4.649 -0.36
H -4.845 11.487 -4.823 0.33
H -3.032 2.360 -0.626 0.18
C -0.634 -4.689 10.238 -0.69
H -0.874 -5.532 9.589 0.24
H 0.915 -8.658 -4.557 0.30